*a*
This record from the OMol25 dataset describes the molecule C7H12. The level of theory is ωB97M-V with the def2-TZVPD basis set.

Each line ends with the Mulliken charge.
Atoms and positions in Å:
C (-0.049, 1.444, 1.209)  -1.21
C (0.542, 1.392, -0.173)  -0.12
C (0.990, 0.132, -0.834)  -0.17
C (1.041, -1.155, -0.023)  -0.82
C (-0.391, -1.418, 0.504)  -0.51
C (-1.259, -0.582, -0.454)  -0.88
C (-0.419, 0.519, -1.084)  -0.37
H (0.439, 0.845, 1.984)  0.22
H (-0.175, 2.470, 1.559)  0.34
H (-1.041, 0.998, 1.072)  0.25
H (0.955, 2.323, -0.583)  0.42
H (1.704, 0.242, -1.639)  0.44
H (1.345, -1.960, -0.697)  0.38
H (1.779, -1.089, 0.784)  0.31
H (-0.658, -2.481, 0.434)  0.34
H (-0.473, -1.159, 1.569)  0.27
H (-2.325, -0.443, -0.195)  0.31
H (-1.135, -1.043, -1.469)  0.35
H (-0.871, 0.965, -1.962)  0.46

Kohn-Sham gap, eV: 9.91
Structure (SMILES): C[C@H]1[C@H]2CCC[C@@H]12
HOMO level, eV: -8.78



*b*
This record from the OMol25 dataset describes a cluster of 2 separate species, C7H12 in total. The level of theory is ωB97M-V with the def2-TZVPD basis set.

Each line ends with the Mulliken charge.
Atoms and positions in Å:
C (1.914, -0.760, 1.897)  -0.68
C (-0.497, -1.339, -1.453)  -0.39
C (-1.444, -0.691, -0.753)  -0.78
C (-1.091, 0.758, -0.648)  0.69
C (-1.174, 1.328, 0.756)  -1.17
C (0.249, 0.795, -1.325)  -0.66
C (0.573, -0.414, -1.805)  -0.53
H (3.014, -0.800, 1.800)  0.30
H (1.563, -0.926, 0.878)  0.02
H (1.586, -1.603, 2.521)  0.24
H (-0.493, -2.376, -1.752)  0.43
H (-2.415, -1.071, -0.473)  0.39
H (1.402, 0.207, 2.263)  0.16
H (-1.805, 1.332, -1.252)  0.30
H (-0.515, 0.760, 1.397)  0.14
H (-2.169, 1.253, 1.207)  0.36
H (-0.851, 2.369, 0.771)  0.34
H (0.844, 1.688, -1.407)  0.38
H (1.466, -0.696, -2.355)  0.43

Kohn-Sham gap, eV: 9.53
Structure (SMILES): CC1C=CC=C1.C
HOMO level, eV: -8.53



Out of the structures above, which one is the most stable? Solution: *b*.